# 1
13
Properties=species:S:1:pos:R:3:nbo_charge:R:1 method="wB97M-V/def2-TZVPD" relative_energy_kcal_mol=67.9 e_tot_ev=-10497.2078 mol_weight_da=103.10 fmax_ev_per_a=5.4
C 1.73 -0.07 -1.54 0.47
C 0.00 0.11 0.71 0.20
C -1.22 -0.56 0.22 -0.67
C 0.55 1.05 -0.25 0.05
N 0.54 -0.04 1.87 -0.62
O 1.50 -1.20 -1.68 -0.45
F 1.58 1.91 0.11 -0.36
H 2.44 0.69 -1.81 0.15
H -1.97 -0.57 1.00 0.25
H -1.24 -1.58 -0.04 0.25
H -1.56 -0.13 -0.67 0.21
H -0.04 1.47 -1.12 0.19
H 1.42 0.50 2.00 0.34

***

# 2
14
Properties=species:S:1:pos:R:3:nbo_charge:R:1 method="wB97M-V/def2-TZVPD" relative_energy_kcal_mol=143.9 e_tot_ev=-12541.8513 mol_weight_da=119.09 smiles="C=CCO/[N+]([O-])=C/F" fmax_ev_per_a=3.8
C -0.75 -1.18 -0.40 -0.12
C -1.00 -0.22 0.74 -0.22
C -1.23 1.06 0.52 -0.38
C 1.28 0.72 -0.54 0.34
N 1.55 -0.47 -0.09 0.29
O 0.67 -1.54 -0.39 -0.35
O 2.41 -0.85 0.73 -0.48
F 2.14 1.66 -0.22 -0.29
H -1.27 -2.06 -0.24 0.21
H -0.96 -0.75 -1.33 0.17
H -0.74 -0.61 1.62 0.21
H -1.08 1.80 1.40 0.22
H -1.56 1.45 -0.50 0.20
H 0.54 1.00 -1.28 0.18

***

# 3
14
Properties=species:S:1:pos:R:3:nbo_charge:R:1 method="wB97M-V/def2-TZVPD" relative_energy_kcal_mol=123.4 e_tot_ev=-21330.5536 mol_weight_da=135.16 fmax_ev_per_a=8.3
C -1.12 -1.06 0.70 -0.66
C -0.51 0.01 -0.09 0.01
C -1.20 0.79 -0.85 0.22
C 1.46 1.44 0.28 0.49
H -2.13 -1.30 0.04 0.24
H -1.56 -0.63 1.87 0.24
H -0.20 -2.00 0.69 0.25
H -0.63 1.40 -1.71 0.19
H 2.17 -2.27 0.20 0.16
H 0.78 2.14 0.75 0.17
N 0.98 0.11 0.14 -0.57
O 2.64 1.82 -0.25 -0.59
F -2.50 0.71 -0.88 -0.31
S 1.83 -1.18 -0.89 0.16

***

# 4
16
Properties=species:S:1:pos:R:3:nbo_charge:R:1 method="wB97M-V/def2-TZVPD" relative_energy_kcal_mol=81.5 e_tot_ev=-20388.8986 total_charge=+1 mol_weight_da=344.29 fmax_ev_per_a=4.4
C -4.25 0.09 -0.68 -0.35
O -3.47 0.22 0.46 -0.26
H -4.41 1.06 -1.21 0.26
H -3.78 -0.60 -1.41 0.21
H -5.26 -0.30 -0.45 0.22
C -5.15 1.95 4.48 0.99
O -4.07 1.22 4.28 -0.66
C -4.11 0.79 2.58 0.55
C -5.04 1.94 2.21 -0.17
O -5.82 2.24 3.42 -0.41
O -5.57 2.01 5.65 -0.68
F -4.77 -0.40 2.68 -0.28
H -3.03 0.89 2.55 0.25
H -4.48 2.84 1.94 0.24
H -5.77 1.67 1.45 0.26
Pb -3.84 1.21 6.58 0.84

***

# 5
13
Properties=species:S:1:pos:R:3:lowdin_spin:R:1 method="wB97M-V/def2-TZVPD" relative_energy_kcal_mol=29.7 e_tot_ev=-29137.5118 total_charge=+3 mol_weight_da=243.34 spin_multiplicity=8 fmax_ev_per_a=3.3
C -0.14 0.73 -0.75 0.03
O -0.98 1.61 -1.13 0.03
H 0.49 0.34 -1.56 0.00
H -1.56 1.96 -0.43 0.00
C -0.24 -1.79 -0.36 0.35
C -0.54 -0.94 0.63 0.33
C 0.18 0.41 0.66 0.05
O 1.51 0.43 0.87 -0.07
Gd 3.34 1.81 0.91 6.22
H -0.55 -2.83 -0.30 0.02
H 0.38 -1.59 -1.24 0.02
H -1.41 -1.07 1.28 0.02
H -0.47 0.92 1.44 0.00

***

# 6
13
Properties=species:S:1:pos:R:3:nbo_charge:R:1 method="wB97M-V/def2-TZVPD" relative_energy_kcal_mol=40.2 e_tot_ev=-12507.7711 mol_weight_da=286.68 fmax_ev_per_a=6.4
H -1.86 -2.44 -0.32 -0.01
O -2.65 0.90 -0.31 -0.68
C -1.56 0.23 0.18 0.14
C -0.27 0.56 -0.06 -0.70
C 0.77 -0.49 0.29 -0.58
C 2.17 -0.06 0.04 0.48
O 2.46 1.02 -0.47 -0.66
Hg 0.78 2.11 -0.81 0.71
H -2.35 1.60 -0.89 0.48
H -1.86 -0.40 1.02 0.18
H 0.65 -1.44 -0.28 0.26
H 0.75 -0.82 1.35 0.25
H 2.98 -0.78 0.26 0.15

***

# 7
12
Properties=species:S:1:pos:R:3:nbo_charge:R:1 method="wB97M-V/def2-TZVPD" relative_energy_kcal_mol=105.9 e_tot_ev=-13830.5657 mol_weight_da=195.00 fmax_ev_per_a=5.2
C 1.25 -1.37 0.68 -0.25
C 0.69 -0.48 -0.02 -0.04
C 0.45 -0.40 1.46 -0.46
C -0.26 0.38 -1.52 -0.16
N -1.37 0.99 -0.92 -0.76
I -1.19 2.52 0.42 0.29
H 1.88 -2.28 0.57 0.22
H -0.38 -0.89 1.88 0.18
H 0.94 0.39 2.00 0.18
H -0.64 -0.29 -2.34 0.23
H 0.41 1.14 -1.85 0.20
H -1.77 0.28 -0.34 0.37

***

# 8
13
Properties=species:S:1:pos:R:3:nbo_charge:R:1 method="wB97M-V/def2-TZVPD" relative_energy_kcal_mol=115.2 e_tot_ev=-15314.2027 total_charge=+1 mol_weight_da=209.01 smiles="C=[N+](C)C1=N[C@@H]1I" fmax_ev_per_a=5.9
C 1.94 0.35 0.43 -0.26
C -0.39 -1.41 -0.09 0.20
C 0.52 0.65 0.12 0.31
C -1.88 0.56 -0.27 -0.44
N 1.23 1.66 0.13 -0.16
N -0.56 -0.13 -0.10 -0.26
I 3.90 -0.34 -0.54 0.13
H 2.38 0.23 1.39 0.23
H -1.06 -2.10 -0.40 0.23
H 0.65 -1.66 0.01 0.25
H -1.95 1.21 0.65 0.26
H -2.70 -0.24 -0.26 0.25
H -2.07 1.22 -1.08 0.28